Entry 1:
{
  "formula": "C15H48N10O9",
  "method": "ωB97M-V/def2-TZVPD",
  "smiles": "NC(N)=O.NC(N)=O.NC(N)=O.NC(N)=O.NC(N)=O.CC(C)O.CC(C)O.CC(C)O.CO",
  "orbital_gap_ha": 0.3522,
  "homo_energy_ev": -9.59,
  "spin_multiplicity": 1,
  "elements": ["O", "O", "O", "O", "O", "O", "O", "O", "O", "N", "N", "N", "N", "N", "N", "N", "N", "N", "N", "C", "C", "C", "C", "C", "C", "C", "C", "C", "C", "C", "C", "C", "C", "C", "H", "H", "H", "H", "H", "H", "H", "H", "H", "H", "H", "H", "H", "H", "H", "H", "H", "H", "H", "H", "H", "H", "H", "H", "H", "H", "H", "H", "H", "H", "H", "H", "H", "H", "H", "H", "H", "H", "H", "H", "H", "H", "H", "H", "H", "H", "H", "H"],
  "positions_angstrom": [[-4.958, -5.164, 2.459], [1.251, -5.907, -5.110], [-4.169, 1.545, 7.053], [1.665, 3.934, 7.431], [7.027, -0.042, -4.278], [0.326, -0.069, 0.615], [-2.341, 0.998, -5.515], [4.739, -3.042, 1.322], [-3.531, 7.897, -1.031], [-4.965, 1.652, 4.971], [1.308, 3.462, 9.538], [7.017, -2.972, 1.366], [5.957, -1.655, 2.619], [2.237, -5.947, -3.138], [1.021, -4.284, -3.738], [-4.981, -0.259, 6.022], [-3.252, 0.386, -3.673], [3.280, 3.180, 8.824], [-4.509, 0.706, -5.413], [-2.075, 6.237, -1.772], [-3.324, 0.725, -4.911], [-0.055, 0.670, 1.707], [5.235, 1.342, -5.104], [5.816, -2.630, 1.715], [-4.667, 0.996, 6.087], [-3.555, 6.616, -1.581], [-2.636, -5.282, 1.820], [1.538, -5.389, -4.085], [-4.463, 6.749, -2.872], [6.109, 0.069, -5.356], [2.052, 3.540, 8.535], [-4.593, -5.787, 0.236], [6.903, 0.084, -6.649], [-4.075, -4.892, 1.400], [-4.746, 5.751, -3.208], [7.802, 0.700, -6.673], [1.176, -3.838, -2.846], [-0.401, 0.034, 2.522], [-2.353, 0.261, -3.231], [4.491, 1.100, -4.345], [-5.491, 1.176, 4.252], [-3.687, 7.809, -0.088], [5.183, -1.081, 2.924], [2.553, -6.906, -3.172], [-2.250, -4.806, 2.722], [-1.480, 6.489, -0.895], [-5.310, 0.425, -4.866], [-3.972, -5.463, -0.599], [-2.054, 5.157, -1.922], [7.138, -3.542, 0.541], [-3.743, 7.074, -3.623], [-4.016, -3.851, 1.082], [7.390, -0.873, -6.837], [2.494, -5.302, -2.404], [-4.833, -0.800, 6.862], [-2.577, -6.370, 1.840], [4.641, 1.575, -5.987], [0.372, -3.814, -4.353], [-0.930, 1.305, 1.569], [5.454, -0.800, -5.423], [5.835, 2.191, -4.777], [-4.544, 0.977, -6.386], [6.888, -1.284, 2.742], [3.548, 2.779, 9.711], [-4.586, 2.585, 4.892], [-5.803, -5.505, 2.157], [3.983, 3.516, 8.181], [-4.384, -6.829, 0.479], [-1.625, 6.695, -2.653], [1.650, 2.937, 10.330], [0.316, 3.473, 9.350], [0.908, -0.787, 0.875], [-5.364, 7.337, -2.700], [0.808, 1.220, 2.081], [-5.650, -5.649, 0.009], [-5.334, -0.665, 5.167], [-4.145, 0.224, -3.229], [-1.916, -5.079, 1.028], [7.835, -2.541, 1.773], [6.373, 0.489, -7.511], [-4.065, 6.004, -0.837], [7.086, -0.965, -4.020]],
  "lowdin_charge": [-0.058, 0.063, 0.026, 0.016, -0.055, -0.109, 0.058, 0.030, -0.074, 0.148, 0.170, 0.151, 0.137, 0.166, 0.164, 0.161, 0.166, 0.153, 0.170, -0.051, -0.866, -0.206, -0.044, -0.760, -0.787, -0.488, -0.055, -0.861, -0.034, -0.481, -0.815, -0.059, -0.076, -0.484, 0.064, 0.074, 0.113, 0.073, 0.128, 0.069, 0.100, 0.089, 0.114, 0.122, 0.078, 0.077, 0.111, 0.077, 0.072, 0.123, 0.070, 0.122, 0.073, 0.105, 0.124, 0.074, 0.071, 0.128, 0.080, 0.129, 0.079, 0.127, 0.095, 0.106, 0.117, 0.078, 0.117, 0.081, 0.077, 0.117, 0.136, 0.082, 0.076, 0.080, 0.076, 0.110, 0.105, 0.072, 0.111, 0.075, 0.125, 0.085]
}

---

Entry 2:
{
  "formula": "C2H2FO2S",
  "method": "ωB97M-V/def2-TZVPD",
  "orbital_gap_ha": 0.2122,
  "homo_energy_ev": -2.18,
  "charge": -1,
  "spin_multiplicity": 1,
  "elements": ["S", "F", "O", "O", "C", "C", "H", "H"],
  "positions_angstrom": [[0.689, 0.440, -1.516], [-0.893, -0.154, 2.020], [-0.060, -0.572, -2.294], [-0.079, 1.360, -0.476], [-0.376, -0.973, 1.076], [0.660, 0.273, 0.156], [-1.363, -1.074, 0.397], [1.421, 0.701, 0.636]],
  "nbo_charge": [1.380, -0.447, -0.959, -0.702, -0.224, -0.268, 0.070, 0.150]
}

---

Entry 3:
{
  "formula": "C15H15BeIN2O",
  "method": "ωB97M-V/def2-TZVPD",
  "orbital_gap_ha": 0.1244,
  "homo_energy_ev": 1.16,
  "charge": -2,
  "spin_multiplicity": 1,
  "elements": ["I", "O", "N", "N", "C", "C", "C", "C", "C", "C", "C", "C", "C", "C", "C", "C", "C", "C", "C", "Be", "H", "H", "H", "H", "H", "H", "H", "H", "H", "H", "H", "H", "H", "H", "H"],
  "positions_angstrom": [[1.675, 0.772, -1.620], [-2.264, 3.396, 1.182], [-1.035, 1.407, 0.685], [0.618, -0.842, 1.520], [-2.390, -2.746, -2.797], [1.948, -0.566, 3.569], [0.342, -1.555, -4.994], [-2.148, -1.735, -0.622], [-0.764, -2.213, -4.552], [-1.232, -2.050, -3.221], [-1.642, 2.383, 0.935], [0.443, -2.533, 3.262], [1.037, -0.692, -4.115], [-2.835, -2.581, -1.517], [0.600, -0.523, -2.830], [2.524, -2.327, 1.898], [-1.007, -1.021, -0.941], [-0.555, -1.192, -2.301], [1.328, -1.514, 2.487], [-0.241, -0.159, 0.528], [-2.903, -3.394, -3.501], [3.181, -1.637, 1.361], [-3.724, -3.109, -1.181], [3.115, -2.864, 2.659], [-1.311, -2.879, -5.212], [0.989, -3.087, 4.045], [-0.387, -1.991, 3.721], [0.696, -1.684, -6.011], [2.605, 0.148, 3.065], [1.139, -0.001, 4.038], [1.915, -0.162, -4.460], [0.027, -3.245, 2.544], [-2.535, -1.656, 0.391], [2.522, -1.092, 4.350], [2.131, -3.045, 1.174]],
  "nbo_charge": [0.163, -0.738, -0.894, -1.564, -0.296, -0.643, -0.245, -0.281, -0.224, 0.022, 0.712, -0.632, -0.304, -0.207, -0.092, -0.637, -0.423, -0.172, 0.131, 1.589, 0.177, 0.194, 0.180, 0.148, 0.181, 0.149, 0.195, 0.186, 0.192, 0.196, 0.204, 0.196, 0.198, 0.147, 0.196]
}

---

Entry 4:
{
  "formula": "C29H27F2N5O10PRuS3",
  "method": "ωB97M-V/def2-TZVPD",
  "orbital_gap_ha": [0.2844, 0.2681],
  "homo_energy_ev": [-8.19, -7.93],
  "spin_multiplicity": 2,
  "elements": ["Ru", "S", "S", "S", "P", "F", "F", "O", "O", "O", "O", "O", "O", "O", "O", "O", "O", "N", "N", "N", "N", "N", "C", "C", "C", "C", "C", "C", "C", "C", "C", "C", "C", "C", "C", "C", "C", "C", "C", "C", "C", "C", "C", "C", "C", "C", "C", "C", "C", "C", "C", "H", "H", "H", "H", "H", "H", "H", "H", "H", "H", "H", "H", "H", "H", "H", "H", "H", "H", "H", "H", "H", "H", "H", "H", "H", "H", "H"],
  "positions_angstrom": [[0.186, 0.364, 0.809], [2.385, 1.020, -1.180], [-3.033, -0.134, -3.171], [3.193, -1.820, -1.766], [-1.702, 0.989, -0.459], [-2.768, 3.076, 4.377], [-1.395, -1.213, 5.572], [-2.861, 0.918, -4.121], [4.233, 4.009, 3.137], [0.002, -1.207, -1.271], [2.027, 0.253, 1.984], [3.387, 5.893, 2.322], [-0.859, 2.181, -1.288], [-3.003, 1.955, -0.492], [-2.505, -0.224, 0.470], [3.626, 1.445, 3.001], [-4.324, -0.325, -2.588], [-1.842, -0.059, -1.969], [4.843, 0.113, -1.626], [0.466, 3.524, 0.569], [0.223, -1.566, 1.680], [0.854, 2.333, 1.036], [5.670, -0.956, -2.155], [2.246, 3.920, 1.790], [-1.259, -2.017, -3.150], [4.960, -2.242, -1.747], [-3.261, -1.363, 0.124], [-2.075, 0.938, 5.021], [-0.097, -1.589, 2.992], [-2.091, 1.950, 4.078], [3.527, -0.112, -1.511], [-1.467, 1.857, 2.855], [0.820, -2.621, 1.117], [2.602, 1.332, 2.319], [-0.976, 2.657, -2.620], [0.208, -2.708, 3.767], [3.341, 4.693, 2.445], [-1.062, -3.912, -4.557], [-0.742, -0.363, 3.451], [-0.770, 0.694, 2.523], [1.127, -3.762, 1.827], [-0.566, -3.160, -3.500], [1.935, 2.552, 1.773], [-0.937, -1.076, -2.039], [-2.394, -1.638, -3.829], [-2.216, -3.523, -5.233], [-2.908, -2.371, -4.881], [-1.394, -0.204, 4.672], [1.275, 4.499, 0.998], [-4.258, 1.755, 0.162], [0.819, -3.796, 3.179], [-1.538, 2.701, 2.181], [5.242, -2.552, -0.742], [5.164, 1.068, -1.567], [1.055, -2.523, 0.070], [1.063, -4.664, 3.777], [4.045, 3.020, 3.132], [-0.409, 3.587, -2.682], [-4.125, 1.318, 1.148], [-0.274, 3.528, -0.127], [-4.703, 2.744, 0.246], [-0.538, 1.938, -3.314], [1.133, 5.530, 0.723], [-4.895, 1.116, -0.450], [-2.010, 2.854, -2.890], [-2.638, -2.120, -0.370], [1.608, -4.593, 1.331], [-3.625, -1.803, 1.055], [5.150, -3.051, -2.448], [-4.114, -1.142, -0.515], [5.745, -0.882, -3.245], [-2.583, -4.131, -6.049], [-0.022, -2.709, 4.818], [-3.804, -2.064, -5.403], [-2.574, 1.031, 5.974], [6.671, -0.901, -1.730], [-0.547, -4.814, -4.861], [0.328, -3.445, -2.961]],
  "lowdin_spin": [0.846, 0.005, 0.000, 0.000, 0.007, 0.000, 0.000, 0.000, 0.000, 0.035, 0.022, 0.000, 0.000, -0.003, 0.033, 0.000, 0.000, 0.002, 0.001, 0.006, 0.024, 0.008, 0.000, 0.000, 0.001, 0.000, 0.002, 0.001, 0.004, 0.000, 0.002, -0.002, 0.008, 0.001, -0.001, -0.001, 0.000, 0.000, -0.001, -0.018, 0.001, 0.000, 0.002, 0.002, 0.000, 0.000, 0.000, 0.000, 0.004, 0.000, 0.004, 0.000, 0.000, 0.000, 0.001, 0.000, 0.000, 0.000, 0.000, 0.000, 0.000, 0.000, 0.000, 0.000, 0.000, 0.001, 0.000, 0.000, 0.000, 0.000, 0.000, 0.000, 0.000, 0.000, 0.000, 0.000, 0.000, 0.000]
}

---

Across the entries above, electronic energy takes the values -49661.8617, -19749.8985, -29328.7177, -108250.2416 eV, respectively.